This record from the OMol25 dataset describes C32H57Br2N4O7P3SbV as an isolated structure in a non-equilibrium geometry. The level of theory is ωB97M-V/def2-TZVPD.

Computed properties:
Spin multiplicity: 4
Charge: +1
E, Eh: -9355.688507
E_HOMO (spin up / spin down), eV: -9.353 / -9.672
LUMO level (spin up / spin down), Ha: -0.0759 / -0.0833
⟨S²⟩: 3.76
Energy above the lowest of the compared OMol25 structures with the same formula, charge and spin, eV: 0.000
Molar mass, g mol⁻¹: 1035.26

```
107
C32H57Br2N4O7P3SbV, DFT ωB97M-V/def2-TZVPD
Sb -3.499 0.865 1.330
Br -1.819 4.876 0.996
Br 3.279 6.344 -0.906
V -0.232 0.383 -0.523
P -0.057 -0.789 2.298
P -1.507 0.252 -2.574
P 2.213 -1.305 0.569
O -1.057 -1.654 1.475
O 1.072 -1.430 -0.399
O 0.118 0.554 1.652
O -1.069 2.204 -0.331
O 3.423 -2.265 0.316
O 2.851 0.103 0.533
O -0.656 -0.842 3.731
N -2.646 -0.699 -4.898
N -3.965 0.949 -3.647
N -1.985 1.667 -4.900
N 1.184 1.498 -1.546
C -5.044 -0.489 1.989
C -4.884 2.246 0.472
C -3.279 0.762 -2.370
C 3.204 2.106 -2.644
C -0.227 4.386 0.125
C -0.169 -0.168 4.957
C 3.199 3.341 -2.084
C 1.552 -1.601 2.223
C 2.219 -0.181 -2.978
C -1.042 1.577 -3.786
C 2.115 3.738 -1.262
C 1.110 2.786 -1.041
C 2.172 1.180 -2.350
C -0.124 3.107 -0.373
C 0.737 -1.116 5.705
C -2.049 0.410 -5.645
C -3.971 -0.284 -4.433
C 4.257 0.435 2.521
C 4.323 -4.430 0.789
C 3.200 -3.708 0.092
C 0.446 1.175 4.643
C 0.805 5.335 -0.021
C -1.485 -3.623 0.213
C -1.353 -3.082 1.614
C -3.332 2.006 -4.436
C -3.393 1.855 3.222
C 3.138 -3.947 -1.396
C 1.944 5.027 -0.699
C 5.265 0.183 0.213
C -2.597 -3.236 2.457
C -1.792 -1.116 -3.784
C 4.106 0.682 1.039
H -5.973 0.069 2.114
H 0.278 -2.099 5.807
H 5.446 -0.880 0.372
H 5.091 0.360 -0.848
H -3.284 2.917 -3.838
H -3.953 2.194 -5.312
H -4.407 1.944 3.611
H -4.407 -1.086 -3.835
H 4.193 -5.507 0.682
H 3.997 1.804 -3.317
H 1.340 -0.775 -2.741
H -0.227 1.799 4.056
H 0.922 -0.725 6.706
H 3.946 1.743 0.856
H -3.479 -2.915 1.902
H 6.158 0.736 0.509
H -4.599 -0.125 -5.311
H 0.668 1.685 5.581
H 3.410 0.836 3.080
H 3.097 -0.737 -2.636
H 2.307 -0.074 -4.061
H -5.213 -1.290 1.269
H -5.638 2.478 1.224
H 1.704 -1.225 5.210
H -1.088 -0.023 5.522
H -1.042 0.129 -5.957
H 4.351 -4.192 1.853
H -1.630 -4.704 0.252
H -3.804 0.002 -1.785
H -0.506 -3.558 2.119
H 5.281 -4.154 0.347
H 2.242 -3.973 0.550
H -2.654 0.576 -6.537
H 5.155 0.945 2.869
H -2.719 -4.286 2.728
H 4.376 -0.628 2.743
H 1.472 -2.674 2.412
H -3.286 1.689 -1.794
H -2.789 1.279 3.928
H -5.371 1.809 -0.400
H -2.953 2.843 3.101
H -4.770 -0.934 2.947
H -0.040 1.384 -4.175
H -2.354 -3.178 -0.275
H -2.531 -2.650 3.372
H -2.258 -1.957 -3.266
H -4.372 3.160 0.171
H -0.832 -1.468 -4.173
H 4.082 -3.660 -1.862
H 2.219 -1.150 2.958
H 3.999 4.043 -2.283
H -1.009 2.527 -3.249
H 2.329 -3.377 -1.852
H 2.966 -5.007 -1.591
H -0.599 -3.401 -0.380
H 1.382 1.069 4.090
H 0.672 6.325 0.394
```

Mulliken atomic charge list, values in e, 99 entries: 0.6002, -0.1805, -0.2198, 0.7594, -0.4649, 3.3250, -0.0131, 0.2217, -0.9949, -0.1253, -0.7251, 0.0086, 0.1423, -0.1412, 0.1454, 0.1612, 0.1881, 1.1988, -1.5344, -1.4260, -1.2616, -1.2209, 0.0365, 0.3959, -1.2599, -0.3115, -1.3368, -1.5103, 1.3605, -0.4222, 0.6413, -0.5553, -1.4598, -0.9829, -0.9724, -1.3936, -1.5451, 0.9196, -0.5858, -0.3514, -1.3710, 0.6235, -0.8607, -1.0527, -1.1778, -0.1234, -1.2517, -1.3372, -1.2732, 0.7112, 0.4908, 0.3327, 0.2020, 0.2798, 0.3852, 0.3079, 0.4566, 0.3911, 0.4483, 0.6024, -0.2967, 0.2043, 0.4709, 0.3392, 0.2235, 0.4804, 0.3126, 0.5375, 0.0536, 0.4585, 0.5780, 0.3949, 0.5627, 0.2108, 0.3988, 0.4009, 0.3640, 0.5028, 0.5674, 0.2814, 0.3127, 0.0685, 0.2977, 0.5541, 0.4427, 0.2694, 0.6093, 0.1277, 0.1283, 0.4336, 0.2354, 0.3656, 0.3126, 0.2926, 0.1842, 0.4218, 0.3151, 0.3905, 0.3138